A molecular structure, C33H55IN2O18S2, computed with ωB97M-V with the def2-TZVPD basis set.

The geometry in XYZ format:
```
111
Properties=species:S:1:pos:R:3:forces:R:3
C 2.1498 -2.4311 3.2050 0.3 0.0 0.8
C 2.1556 -0.9005 3.4967 -0.2 0.4 -0.5
C 0.8775 -0.1507 3.0166 -0.1 -1.4 -0.6
I 1.0326 1.9734 3.4532 -0.2 -0.5 0.0
C 0.5569 -0.3577 1.5238 0.2 0.4 1.0
C 1.5255 -0.5987 0.5830 -0.3 -0.1 -1.0
C 1.2329 -0.8396 -0.8536 -1.5 0.1 0.9
C 2.3385 -1.1279 -1.8709 -0.6 0.0 0.7
S 3.7801 -1.9865 -1.1743 2.9 1.4 -1.7
O 4.5628 -1.0733 -0.3641 -1.4 -0.4 1.0
O 4.5713 -2.4224 -2.3043 -1.2 -0.9 0.1
C -0.0975 -0.8259 -1.2529 0.2 0.7 -0.7
C -0.5820 -1.0975 -2.6868 -1.1 -2.3 1.2
C -1.2916 -2.5527 -2.5487 2.8 -0.5 0.7
C -0.3828 -3.6536 -1.8947 -1.4 0.8 -3.3
O -0.7496 -3.5897 -3.3679 -1.5 0.4 1.2
C -1.1473 -0.5438 -0.2801 0.5 0.0 0.9
N -2.4562 -0.5022 -0.5425 0.4 -0.3 0.6
S -3.2228 -0.1979 0.8612 1.2 -0.2 0.1
N -1.9342 -0.0829 1.8721 0.0 -0.2 -0.5
C -0.8431 -0.3044 1.1413 0.3 -0.3 -1.9
H 1.6980 -2.9854 4.0556 0.1 0.3 -0.6
H 1.6415 -2.7201 2.2695 0.2 0.2 0.4
H 3.2108 -2.7603 3.1704 -0.7 0.1 -0.1
H 2.2446 -0.7114 4.5858 0.3 -0.1 -0.7
H 3.0159 -0.4436 2.9648 -0.3 -0.2 0.6
H 0.0080 -0.5750 3.5596 0.4 0.7 -0.1
H 2.5870 -0.6377 0.8684 -0.6 0.1 0.0
H 2.7412 -0.1699 -2.2654 0.2 -0.6 0.3
H 1.9947 -1.7163 -2.7429 0.3 0.2 0.7
H 3.4001 -3.0864 -0.4295 -0.4 0.6 -0.3
H 0.2328 -1.2369 -3.4105 -0.5 0.4 0.2
H -1.3769 -0.4051 -3.0080 0.7 0.0 0.0
H -2.3799 -2.5753 -2.2976 1.0 -0.1 -0.4
H 0.7000 -3.6300 -2.0670 -0.3 0.4 1.5
H -0.8824 -4.4642 -1.3500 0.5 0.3 -0.2
C 7.9868 -0.3973 5.9984 -0.1 -0.2 0.2
C 7.0156 0.7485 5.8001 0.6 0.0 -0.1
O 5.6625 0.3296 6.0284 -0.2 0.1 0.1
C 5.3066 0.2104 7.3093 0.1 -0.2 -0.2
O 6.0051 0.4294 8.2642 -0.1 0.1 0.0
O 4.0401 -0.2205 7.3516 0.1 0.1 -0.1
C 3.5615 -0.4836 8.6709 -0.2 -0.1 0.3
H 7.6999 -1.2525 5.3838 0.0 0.1 -0.1
H 8.9994 -0.0922 5.7324 0.0 0.0 0.0
H 7.9911 -0.7344 7.0353 0.0 0.1 0.0
H 7.0603 1.0894 4.7661 -0.3 -0.1 0.0
H 7.2645 1.6009 6.4337 -0.1 -0.1 0.1
H 3.7062 0.3764 9.3233 0.1 -0.1 0.0
H 4.0605 -1.3619 9.0805 0.1 0.1 0.1
H 2.4959 -0.6893 8.5969 0.1 0.0 -0.2
C -4.8377 4.3666 -6.0167 -0.1 0.1 0.3
C -3.7951 3.2679 -6.0519 -0.3 0.2 -0.5
O -3.1088 3.1638 -4.7956 0.1 -0.2 0.1
C -3.7786 2.5386 -3.8265 0.0 0.2 0.0
O -4.8772 2.0546 -3.9178 0.1 -0.1 0.0
O -3.0229 2.5568 -2.7233 0.0 -0.1 -0.1
C -3.6593 1.9962 -1.5742 -0.2 0.2 0.2
H -4.3888 5.3100 -5.7003 0.1 0.0 -0.1
H -5.2882 4.4993 -7.0011 0.1 0.0 0.0
H -5.6301 4.1343 -5.3048 0.0 -0.1 -0.1
H -3.0387 3.5086 -6.7981 0.2 -0.1 0.2
H -4.2314 2.3080 -6.3316 0.0 0.0 0.2
H -4.0316 0.9957 -1.7782 -0.1 0.1 -0.1
H -4.4701 2.6473 -1.2428 -0.1 -0.1 -0.1
H -2.9171 1.9378 -0.7859 0.2 0.2 -0.2
C -5.1662 -1.9534 -10.2552 0.1 0.2 -0.3
C -5.5539 -1.1376 -9.0389 -0.1 -0.6 -0.1
O -4.9455 0.1615 -9.0673 -0.1 0.2 0.1
C -5.5222 1.0474 -9.8814 0.2 -0.1 0.0
O -6.4921 0.8582 -10.5676 0.0 0.1 0.1
O -4.8191 2.1837 -9.8184 -0.1 0.0 0.1
C -5.2729 3.1974 -10.7158 0.0 0.3 -0.2
H -4.0803 -1.9979 -10.3555 0.0 -0.1 0.1
H -5.5578 -2.9682 -10.1772 0.0 0.0 0.0
H -5.5547 -1.5049 -11.1698 -0.1 0.0 0.1
H -5.1865 -1.6279 -8.1379 0.1 0.3 0.0
H -6.6370 -1.0507 -8.9414 0.0 0.2 -0.1
H -6.3384 3.3870 -10.5931 0.0 -0.1 -0.1
H -5.0519 2.9115 -11.7441 -0.1 0.0 0.0
H -4.7276 4.1092 -10.4815 0.1 -0.2 0.1
C -2.2834 -7.0964 5.6614 0.1 0.2 -0.3
C -2.6491 -6.2682 6.8762 -0.1 -0.5 0.0
O -2.0453 -4.9684 6.8215 -0.1 0.2 0.1
C -2.6414 -4.0933 6.0090 0.2 -0.1 0.0
O -3.6252 -4.2946 5.3454 0.0 0.0 0.1
O -1.9427 -2.9545 6.0443 -0.1 0.0 0.1
C -2.4195 -1.9523 5.1453 0.0 0.3 -0.2
H -1.1996 -7.1392 5.5400 0.0 -0.1 0.1
H -2.6705 -8.1114 5.7583 0.0 0.0 0.0
H -2.6915 -6.6590 4.7500 -0.1 0.0 0.1
H -2.2623 -6.7477 7.7750 0.1 0.3 0.0
H -3.7303 -6.1833 6.9943 0.0 0.2 -0.1
H -3.4827 -1.7638 5.2882 0.0 -0.1 -0.1
H -2.2191 -2.2509 4.1157 -0.2 0.0 0.0
H -1.8754 -1.0332 5.3536 0.1 -0.2 0.2
C 3.5870 6.7900 2.3945 -0.1 -0.2 0.1
C 4.4980 6.5921 1.2000 -0.2 0.5 0.1
O 5.0263 5.2603 1.1635 0.1 -0.1 -0.2
C 4.1861 4.3231 0.7162 0.0 -0.1 0.2
O 3.0570 4.5032 0.3391 0.1 0.0 -0.1
O 4.8108 3.1446 0.7778 0.0 0.2 -0.1
C 3.9910 2.0328 0.4131 0.0 -0.4 0.0
H 4.1008 6.5140 3.3171 0.1 0.1 0.0
H 3.2655 7.8299 2.4641 0.0 0.0 0.0
H 2.6998 6.1605 2.3207 0.0 0.1 -0.1
H 5.3557 7.2597 1.2802 0.1 -0.2 0.0
H 3.9901 6.8284 0.2637 -0.1 -0.2 0.0
H 3.5303 2.1837 -0.5636 -0.1 0.1 0.1
H 3.2263 1.8701 1.1750 -0.1 0.1 -0.1
H 4.6271 1.1535 0.3638 0.2 0.2 0.1
```
Positions in Å, forces in eV/Å.

Summary:
- DFT total energy (eV) = -104717.0003
- charge = 0
- Kohn-Sham gap (eV) = 7.74
- strongest force on any atom (eV/Å) = 3.7

***

A molecular structure, C10H11ClF5GaSm, computed with ωB97M-V with the def2-TZVPD basis set.

The geometry in XYZ format:
```
29
Properties=species:S:1:pos:R:3:forces:R:3
Sm 1.1401 0.2292 0.0740 -1.9 1.4 -0.1
Cl 2.9057 1.5421 -1.1171 0.5 0.3 -0.4
C 1.5942 0.6680 2.2731 0.4 -0.3 0.5
H 1.4799 -0.2235 2.9049 -0.2 0.1 0.1
H 1.0500 1.5177 2.7108 0.3 -0.2 0.0
H 2.6828 0.8561 2.2206 -0.2 0.3 0.2
Ga -1.9184 2.8253 -0.7497 -0.3 -0.6 1.2
C -2.6678 2.4673 -2.5331 -0.2 -0.1 -0.4
C -1.2720 4.6650 -0.3865 0.1 0.3 0.2
C -2.2536 1.6266 0.7144 1.6 -0.7 -0.8
H -1.5956 4.9766 0.6162 0.0 -0.1 -0.2
H -0.1734 4.7038 -0.3709 -0.2 0.2 -0.2
H -1.6905 5.3710 -1.1206 0.4 -0.1 0.2
H -3.5138 1.7721 -2.4323 0.2 0.2 -0.1
H -3.0157 3.4046 -2.9905 0.1 -0.3 -0.1
H -1.9120 2.0007 -3.1805 -0.2 0.2 0.0
H -1.6612 1.7030 1.6455 -0.5 0.1 -0.2
H -2.5211 0.5680 0.4979 -0.1 0.6 0.2
F -0.5305 -1.7136 1.3239 1.0 -1.0 -0.7
C 0.3474 -2.6208 0.6868 0.0 -0.4 -0.1
C 1.1857 -2.1401 -0.2891 -0.1 0.1 -0.2
C 2.0540 -2.9743 -0.9617 -0.9 -0.3 0.9
F 2.8656 -2.4904 -1.9391 -0.3 -0.5 0.5
C 2.0748 -4.3171 -0.6096 0.7 0.0 -0.7
F 2.9376 -5.1413 -1.2605 -0.5 -0.1 0.6
C 1.2344 -4.8059 0.3991 0.0 0.0 0.2
F 1.3015 -6.0983 0.7684 0.0 0.2 -0.3
C 0.3423 -3.9676 1.0648 -0.1 1.0 -0.1
F -0.4703 -4.4043 2.0411 0.3 -0.3 -0.3
```
Positions in Å, forces in eV/Å.

Summary:
- DFT total energy (eV) = -106936.8536
- charge = -1
- ⟨S²⟩ = 8.7731
- Kohn-Sham gap (spin up / spin down) (eV) = 5.99 / 6.09
- spin multiplicity = 6
- strongest force on any atom (eV/Å) = 2.3

***

A molecular structure, C26H66F6N9O8P3V, computed with ωB97M-V with the def2-TZVPD basis set.

The geometry in XYZ format:
```
119
Properties=species:S:1:pos:R:3:forces:R:3
O 5.7320 -9.4565 11.5276 1.0 0.6 0.0
V 7.0674 -8.9935 10.8560 -2.2 -1.1 0.2
C 6.6347 -11.4606 8.7714 -2.4 0.6 -0.7
O 5.3486 -11.8598 9.3038 0.5 -0.7 0.2
O 7.1854 -10.5190 9.4713 1.9 1.6 1.4
C 7.4227 -12.7743 8.5936 0.4 0.0 0.1
F 8.7143 -12.6133 8.9352 0.2 -0.1 0.0
F 6.9550 -13.7992 9.3108 0.0 -0.1 0.2
F 7.4205 -13.1687 7.3034 -0.1 0.0 -0.1
C 4.2801 -11.1652 8.7389 -0.3 0.2 0.0
C 2.9926 -11.5440 9.4389 -0.3 0.1 -1.0
H 2.1774 -11.1106 8.8452 0.0 0.2 0.3
H 2.8228 -12.6183 9.3554 0.2 -0.1 0.5
H 2.9561 -11.1542 10.4517 0.0 -0.2 0.1
H 4.2031 -11.4319 7.6735 0.0 0.2 0.0
H 4.4178 -10.0790 8.8276 0.1 -0.1 -0.1
H 6.3715 -11.1061 7.7475 0.5 -0.3 -0.2
C 8.3803 -6.5807 11.2220 -0.4 0.2 -0.6
O 8.8411 -7.6645 10.4041 0.8 0.1 -0.7
O 7.2623 -7.0311 11.7377 -0.6 -1.1 0.5
C 9.4567 -6.1803 12.2395 0.1 0.1 0.2
F 10.0487 -7.2244 12.8468 -0.1 0.5 -0.2
F 10.4354 -5.4613 11.6188 0.0 -0.2 0.2
F 8.9348 -5.3903 13.1888 0.2 -0.1 -0.1
C 9.8483 -7.4448 9.4163 0.4 -0.4 0.1
C 9.9292 -8.7059 8.6044 0.0 0.0 -0.6
H 9.0086 -8.8225 8.0309 -0.1 -0.3 0.2
H 10.7340 -8.6617 7.8666 0.1 0.1 0.1
H 10.1051 -9.5641 9.2488 -0.2 0.0 -0.1
H 10.8022 -7.2861 9.9242 -0.1 0.4 -0.2
H 9.6206 -6.5876 8.7778 -0.1 0.2 0.2
H 8.2698 -5.6849 10.5741 0.1 0.0 0.0
O 5.8200 -7.9379 9.3829 1.6 -0.7 -0.5
P 4.6843 -7.1187 8.9439 -0.9 1.3 0.5
N 5.1190 -5.5212 8.7817 0.3 -0.4 0.3
C 4.1292 -4.4971 8.5064 -0.2 -0.1 -0.3
C 6.4863 -5.2460 8.4177 0.8 0.8 0.2
N 3.4585 -7.0411 10.0221 -1.0 0.2 -0.3
C 3.6132 -6.2678 11.2420 0.1 0.2 0.4
C 2.5204 -8.1486 10.1688 0.2 -0.2 0.3
N 4.0054 -7.6419 7.5401 0.2 -0.7 0.2
C 4.8384 -8.4203 6.6217 -0.9 0.0 -0.4
C 2.6966 -7.2483 7.0559 0.0 0.0 -0.5
H 3.6020 -4.6563 7.5581 0.1 0.0 0.0
H 4.6138 -3.5240 8.4353 0.1 0.0 0.2
H 3.3722 -4.4698 9.2894 0.0 0.1 0.0
H 6.6061 -4.9359 7.3713 -0.1 -0.3 0.0
H 7.1355 -6.0874 8.6501 -0.2 -0.2 -0.3
H 6.9086 -4.4255 9.0177 -0.3 0.0 0.0
H 4.1052 -5.3199 11.0387 0.1 -0.1 0.0
H 2.6287 -6.0368 11.6576 0.0 -0.1 -0.1
H 4.1950 -6.7984 12.0031 0.0 0.0 -0.1
H 2.9355 -8.8919 10.8616 -0.1 0.0 -0.1
H 1.5764 -7.7777 10.5750 0.0 0.1 0.0
H 2.2961 -8.6384 9.2234 0.2 0.0 0.0
H 5.4940 -9.0870 7.1724 0.3 0.3 -0.1
H 4.1596 -9.0472 6.0320 0.1 -0.1 0.1
H 5.3417 -7.7867 5.8852 0.4 0.0 0.2
H 2.3210 -8.0710 6.4416 -0.2 0.0 0.1
H 2.7218 -6.3573 6.4187 0.1 0.0 0.0
H 1.9836 -7.0601 7.8548 0.1 0.0 0.1
O 6.0395 -10.6229 14.1770 0.3 -0.6 0.1
P 4.7145 -11.0540 14.6566 0.2 0.4 -0.7
N 3.7763 -11.6813 13.4328 -0.4 -0.1 -0.1
C 2.3287 -11.7811 13.5377 -0.2 0.1 -0.4
C 4.3985 -12.5822 12.4514 0.3 0.1 0.8
N 3.7764 -9.8603 15.2869 -0.8 -0.4 0.6
C 3.1401 -8.8801 14.4393 -0.2 0.4 0.0
C 3.6752 -9.5929 16.7122 0.6 0.2 -0.2
N 4.8357 -12.1761 15.8736 0.3 0.0 0.5
C 3.6661 -12.8425 16.4010 0.0 -0.2 0.2
C 6.0396 -13.0051 15.9042 -0.2 0.3 -0.4
H 1.9629 -11.8007 14.5625 0.0 0.1 0.0
H 1.9616 -12.6765 13.0330 0.2 -0.2 0.1
H 1.8528 -10.9458 13.0087 -0.2 0.0 0.2
H 4.7118 -13.5215 12.9322 -0.1 0.0 -0.1
H 5.2777 -12.1010 12.0407 0.0 0.0 -0.3
H 3.6779 -12.8159 11.6783 0.1 0.0 -0.2
H 3.7375 -7.9692 14.3210 0.2 -0.2 -0.2
H 2.9003 -9.3265 13.4794 0.3 0.3 -0.2
H 2.1900 -8.5489 14.8785 0.0 -0.2 0.1
H 2.6294 -9.4136 16.9689 0.0 0.1 0.2
H 4.0776 -10.4269 17.2799 -0.1 0.0 0.0
H 4.2943 -8.7293 16.9823 -0.3 0.2 0.0
H 2.8804 -12.1348 16.6650 -0.1 0.0 -0.2
H 3.2685 -13.6105 15.7243 -0.1 0.1 0.0
H 3.9560 -13.3404 17.3304 -0.1 0.0 0.0
H 5.9551 -13.8251 15.1801 0.1 -0.1 0.2
H 6.1733 -13.4063 16.9085 0.1 0.0 0.0
H 6.8901 -12.3851 15.6263 0.0 -0.1 0.0
O 8.4599 -10.0307 12.0718 -1.3 0.7 -0.7
P 9.6585 -10.5363 12.7537 1.4 -0.5 0.8
N 9.5084 -12.1378 13.0857 -0.6 -0.4 -0.9
C 8.4092 -12.8869 12.4730 -0.2 -0.6 0.6
C 10.5622 -12.8689 13.7522 0.5 0.2 0.2
N 10.0150 -9.7703 14.1552 -0.1 0.7 -0.3
C 8.9638 -9.0273 14.8538 0.3 0.0 0.3
C 11.2981 -9.8566 14.8310 -0.4 -0.2 0.2
N 11.0601 -10.4587 11.8819 0.4 0.1 -0.1
C 11.1767 -11.4050 10.7819 0.3 -0.9 0.3
C 11.7966 -9.2111 11.7538 -0.3 0.3 -0.1
H 8.3761 -12.8976 11.3837 0.2 0.3 0.0
H 7.4686 -12.5284 12.8754 -0.3 0.2 -0.2
H 8.5011 -13.9222 12.8099 0.0 0.0 -0.1
H 11.5557 -12.6348 13.3471 -0.1 0.1 0.0
H 10.4462 -13.9430 13.6269 -0.3 0.0 0.0
H 10.5864 -12.6424 14.8227 0.0 -0.1 0.0
H 9.1045 -7.9431 14.7873 0.1 -0.2 0.0
H 7.9883 -9.2765 14.4450 -0.1 -0.1 0.1
H 9.0248 -9.3008 15.9128 -0.3 -0.1 0.0
H 12.0508 -10.3066 14.1905 0.0 0.0 0.0
H 11.6312 -8.8600 15.1325 0.0 0.0 0.0
H 11.1866 -10.4915 15.7176 0.2 0.2 0.1
H 12.0839 -11.2061 10.2130 -0.2 0.3 -0.2
H 11.3410 -12.4238 11.1594 -0.1 0.1 0.1
H 10.2857 -11.4704 10.1581 0.1 0.3 -0.2
H 11.8022 -8.7219 12.7239 0.3 0.1 -0.2
H 11.3423 -8.5024 11.0495 0.1 -0.4 0.2
H 12.8155 -9.3979 11.4142 0.1 -0.2 0.1
```
Positions in Å, forces in eV/Å.

Summary:
- DFT total energy (eV) = -127690.0790
- relative energy (zero: lowest compared OMol25 entry of this formula, charge and spin) (eV) = 0.000
- charge = 0
- ⟨S²⟩ = 0.7729
- Kohn-Sham gap (spin up / spin down) (eV) = 8.67 / 8.73
- spin multiplicity = 2
- strongest force on any atom (eV/Å) = 2.8

***

Among the records above, which one has the lowest charge?
C10H11ClF5GaSm

***

The lowest DFT total energy belongs to which entry?
C26H66F6N9O8P3V